{"formula": "C12H8N2O2", "method": "ωB97M-V/def2-TZVPD", "elements": ["N", "N", "C", "C", "O", "O", "C", "C", "C", "C", "C", "C", "C", "C", "C", "C", "H", "H", "H", "H", "H", "H", "H", "H"], "xyz": [[4.01977, 0.65716, -1.49653], [1.23850, 3.71181, -3.07144], [2.92284, 0.98564, -1.55235], [1.43821, 2.70963, -2.50600], [-0.55928, -3.13571, 2.69253], [-2.39178, -1.20417, 2.01685], [1.60733, 1.53973, -1.67069], [0.51606, 0.93869, -1.05986], [1.02393, -2.19738, 1.14699], [1.33242, -1.24786, 0.19753], [-0.22299, -2.17311, 1.76345], [-1.16794, -1.17887, 1.41446], [0.41396, -0.25955, -0.18019], [-0.82910, -0.26245, 0.42525], [-0.78874, 1.69390, -1.04241], [-1.69093, 0.83549, -0.16386], [-1.36427, -2.81493, 3.12938], [-2.97657, -0.56606, 1.65225], [1.67709, -2.99619, 1.37834], [2.32632, -1.26411, -0.23795], [-1.18249, 1.79864, -2.06754], [-0.66553, 2.70902, -0.62170], [-2.21833, 1.39296, 0.62173], [-2.45849, 0.32772, -0.76827]], "atomic_forces_ev_per_a": [[0.36, -0.36, 0.14], [0.37, -1.91, 0.84], [-0.31, 0.55, -0.37], [-0.37, 1.51, -0.11], [0.14, 1.02, -0.53], [0.78, -1.16, 0.85], [-0.98, -1.35, 0.26], [1.43, 0.93, -0.01], [-1.12, 0.55, -0.26], [0.89, 0.38, -0.61], [-1.01, 0.02, 0.44], [0.71, -0.04, -0.74], [0.81, 0.36, -0.10], [-0.57, 0.52, 0.12], [-0.24, -0.29, -0.08], [-1.18, -0.78, 0.53], [0.06, -0.30, -0.06], [-0.68, 0.89, -0.54], [0.70, -0.52, 0.28], [-0.12, -0.02, -0.04], [0.11, 0.08, 0.41], [0.12, -0.48, -0.29], [0.12, 0.09, -0.23], [-0.03, 0.30, 0.09]], "homo_energy_ev": -8.83, "total_energy_ha": -722.0473, "gap_ev": 7.963, "charge": 0, "lumo_energy_ev": -0.867, "smiles": "N#CC(C#N)=C1CCc2c1ccc(O)c2O"}